A molecular structure, C54H44AsBrGaN6O2PS, computed with ωB97M-V/def2-TZVPD.

Computed properties:
E_HOMO (hartree): -0.442
Energy relative to the best compared isomer or geometry (same formula, charge and spin) (eV): 1.5471
E_LUMO (eV): -5.8
Electronic energy (eV): -273116.6283
Charge: +2
Kohn-Sham gap (eV): 6.3

Last column: Löwdin charge in e.
CARTESIAN COORDINATES (ANGSTROEM)
Ga -1.168 -0.194 0.787  0.490
O -5.658 -0.033 -2.507  0.059
C -4.661 0.621 -3.164  -0.266
C -4.837 1.168 -4.428  -0.004
C -3.812 1.874 -5.031  -0.058
C -2.606 2.058 -4.374  -0.069
C -2.428 1.518 -3.114  -0.032
C -3.431 0.774 -2.517  -0.108
C -3.279 0.181 -1.135  -0.363
O -2.028 -0.283 -0.848  -0.214
N -3.637 1.244 -0.168  0.052
N -2.855 1.437 0.858  -0.066
C -3.127 2.238 1.830  -0.186
C -2.295 2.307 2.985  -0.516
Br -0.460 1.676 2.645  0.924
C -2.599 2.672 4.244  -0.075
C -3.910 2.902 4.813  -0.215
C -3.958 3.570 6.045  -0.023
C -5.150 3.744 6.715  -0.053
C -6.329 3.248 6.178  -0.052
C -6.297 2.572 4.966  -0.065
C -5.107 2.398 4.287  -0.041
H -6.418 -0.145 -3.093  0.123
H -5.787 1.047 -4.929  0.122
H -3.964 2.285 -6.017  0.116
H -1.824 2.633 -4.842  0.108
H -1.512 1.669 -2.561  0.097
H -4.039 -0.617 -1.040  0.149
H -4.463 1.808 -0.334  0.177
H -4.009 2.879 1.811  0.149
H -1.782 2.773 4.947  0.112
H -3.039 3.946 6.469  0.119
H -5.156 4.249 7.668  0.116
H -7.258 3.359 6.714  0.115
H -7.209 2.162 4.559  0.110
H -5.097 1.814 3.377  0.085
S -1.991 -4.428 7.303  1.098
N -3.062 -3.615 6.423  -0.209
C -2.452 -3.099 5.365  -0.293
C -3.051 -2.306 4.340  -0.060
C -4.403 -1.960 4.341  0.056
C -4.890 -1.243 3.272  0.001
C -4.015 -0.862 2.259  -0.084
N -2.714 -1.102 2.285  0.100
C -2.224 -1.837 3.296  -0.122
C -0.811 -2.124 3.289  -0.129
N -0.073 -1.581 2.311  0.055
C 1.230 -1.802 2.296  -0.109
C 1.884 -2.602 3.230  0.017
C 1.156 -3.166 4.253  0.057
C -0.222 -2.922 4.297  -0.058
C -1.064 -3.418 5.337  -0.291
N -0.705 -4.163 6.376  -0.209
H -5.025 -2.269 5.165  0.134
H -5.929 -0.969 3.220  0.123
H -4.400 -0.342 1.398  0.110
H 1.783 -1.299 1.518  0.067
H 2.949 -2.743 3.147  0.124
H 1.607 -3.769 5.028  0.135
C 1.314 0.815 -2.422  -0.332
C 2.313 0.011 -3.229  -0.435
As 3.346 1.124 -4.579  1.322
C 4.777 -0.179 -4.928  -0.429
C 4.693 -1.531 -4.622  -0.126
C 5.755 -2.382 -4.874  -0.084
C 6.913 -1.898 -5.457  -0.078
C 6.997 -0.558 -5.800  -0.073
C 5.938 0.292 -5.540  -0.122
C 4.336 2.160 -3.227  -0.419
C 5.160 1.541 -2.295  -0.113
C 5.795 2.279 -1.314  -0.092
C 5.620 3.653 -1.255  -0.077
C 4.830 4.286 -2.200  -0.081
C 4.193 3.544 -3.180  -0.126
P 0.782 -0.243 -0.961  1.109
C 2.429 -0.269 -0.176  -0.421
C 2.748 0.873 0.558  -0.113
C 3.989 0.993 1.154  -0.062
C 4.917 -0.027 1.016  -0.069
C 4.618 -1.146 0.255  -0.051
C 3.377 -1.275 -0.348  -0.102
C 0.345 -1.869 -1.631  -0.372
C -0.383 -1.946 -2.816  -0.090
C -0.844 -3.171 -3.266  -0.044
C -0.585 -4.325 -2.540  -0.051
C 0.131 -4.248 -1.358  -0.058
C 0.580 -3.025 -0.891  -0.099
H 0.464 1.129 -3.029  0.062
H 1.789 1.705 -1.988  0.083
H 1.808 -0.789 -3.774  0.058
H 3.066 -0.435 -2.578  0.033
H 3.786 -1.939 -4.193  0.085
H 5.676 -3.429 -4.617  0.104
H 7.742 -2.562 -5.647  0.108
H 7.892 -0.181 -6.273  0.110
H 6.008 1.340 -5.815  0.104
H 5.324 0.471 -2.352  0.101
H 6.438 1.785 -0.601  0.101
H 6.111 4.228 -0.484  0.107
H 4.719 5.360 -2.175  0.107
H 3.590 4.042 -3.931  0.094
H 2.014 1.665 0.652  0.091
H 4.235 1.878 1.717  0.119
H 5.881 0.057 1.492  0.117
H 5.358 -1.918 0.120  0.118
H 3.146 -2.148 -0.943  0.114
H -0.624 -1.052 -3.374  0.110
H -1.410 -3.223 -4.183  0.117
H -0.945 -5.279 -2.896  0.116
H 0.345 -5.141 -0.790  0.113
H 1.116 -2.976 0.047  0.085

***

A molecular structure, C54H44BrCaF5N4O2S, computed with ωB97M-V/def2-TZVPD.

Computed properties:
E_HOMO (hartree): -0.075
Energy relative to the best compared isomer or geometry (same formula, charge and spin) (eV): 1.7107
E_LUMO (eV): 3.8
Electronic energy (eV): -179674.6998
Charge: -2
Kohn-Sham gap (eV): 5.9

Last column: Löwdin charge in e.
CARTESIAN COORDINATES (ANGSTROEM)
Ca 0.010 0.214 0.340  1.290
C 0.070 0.265 4.303  -0.132
N -0.050 -0.653 3.168  -0.142
C 0.978 -1.680 3.227  -0.148
C 2.335 -1.242 2.752  -0.265
C 3.458 -1.988 3.101  -0.023
C 4.697 -1.593 2.634  -0.073
C 4.787 -0.452 1.848  -0.064
C 3.615 0.220 1.544  -0.139
N 2.416 -0.172 1.970  0.123
C -1.366 -1.311 3.179  -0.129
C -2.555 -0.397 2.998  -0.270
C -3.381 -0.523 1.889  -0.022
C -4.494 0.298 1.788  -0.055
C -4.736 1.224 2.788  -0.066
C -3.863 1.269 3.861  -0.149
N -2.812 0.466 3.986  0.088
C 1.311 1.117 4.239  -0.275
C 2.425 0.844 5.027  -0.040
C 3.560 1.625 4.881  -0.078
C 3.547 2.661 3.961  -0.076
C 2.380 2.879 3.241  -0.134
N 1.292 2.136 3.383  0.133
H 0.072 -0.310 5.245  0.124
H -0.803 0.912 4.304  0.096
H 0.710 -2.509 2.568  0.097
H 1.063 -2.097 4.247  0.132
H 3.348 -2.872 3.717  0.113
H 5.582 -2.167 2.880  0.098
H 5.736 -0.101 1.466  0.099
H 3.620 1.115 0.930  0.095
H -1.509 -1.854 4.131  0.132
H -1.361 -2.043 2.371  0.105
H -3.176 -1.241 1.102  0.102
H -5.140 0.214 0.926  0.091
H -5.575 1.905 2.735  0.101
H -4.011 1.977 4.670  0.099
H 2.406 0.015 5.723  0.110
H 4.446 1.419 5.469  0.100
H 4.418 3.282 3.802  0.097
H 2.315 3.679 2.510  0.108
F -3.012 -0.251 -7.078  0.076
C -3.450 -0.581 -5.844  -0.164
C -2.629 -0.448 -4.739  -0.162
F -1.379 0.016 -4.910  0.095
C -3.084 -0.788 -3.481  -0.261
F -2.214 -0.614 -2.473  0.054
C -4.374 -1.297 -3.237  -0.665
S -4.931 -1.763 -1.688  0.490
C -5.169 -1.407 -4.395  -0.268
F -6.427 -1.874 -4.295  0.039
C -4.731 -1.061 -5.656  -0.163
F -5.546 -1.194 -6.725  0.076
C -3.776 -5.263 -3.331  -0.054
C -2.671 -4.765 -2.438  -0.280
C -2.678 -5.036 -1.080  -0.029
C -1.690 -4.549 -0.228  -0.201
C -1.778 -4.910 1.237  -0.042
C -0.674 -3.749 -0.752  -0.052
C -0.641 -3.472 -2.127  -0.200
C 0.470 -2.657 -2.741  -0.028
C -1.632 -3.994 -2.946  -0.019
C 0.355 -3.108 0.163  -0.604
O 1.073 -3.835 0.858  0.010
O 0.406 -1.824 0.177  -0.264
H -4.221 -6.176 -2.932  0.068
H -3.410 -5.462 -4.340  0.071
H -4.560 -4.508 -3.397  0.062
H -3.486 -5.628 -0.660  0.115
H -2.612 -4.384 1.711  0.078
H -0.856 -4.670 1.762  0.058
H -1.963 -5.981 1.344  0.074
H 0.482 -1.639 -2.355  0.064
H 0.353 -2.608 -3.824  0.077
H 1.445 -3.096 -2.516  0.087
H -1.608 -3.769 -4.008  0.115
C 4.621 5.746 -1.442  -0.128
C 5.012 4.417 -1.343  -0.102
C 4.089 3.431 -1.033  -0.045
C 2.744 3.743 -0.812  -0.225
C 2.373 5.091 -0.888  -0.049
C 3.292 6.078 -1.211  -0.111
C 1.709 2.728 -0.495  -0.158
C 1.602 1.469 -0.957  -0.202
C 2.503 0.937 -1.979  -0.293
C 3.237 -0.244 -1.779  -0.072
C 4.091 -0.737 -2.753  -0.110
C 4.215 -0.095 -3.979  -0.132
C 3.440 1.033 -4.224  -0.108
C 2.600 1.538 -3.247  -0.053
H 5.342 6.514 -1.694  0.084
H 6.048 4.146 -1.514  0.092
H 4.409 2.398 -0.965  0.104
H 1.336 5.351 -0.708  0.111
H 2.970 7.110 -1.288  0.090
H 0.922 3.121 0.153  0.068
H 3.121 -0.778 -0.843  0.093
H 4.654 -1.644 -2.561  0.092
H 4.894 -0.474 -4.734  0.081
H 3.499 1.529 -5.187  0.090
H 2.000 2.419 -3.445  0.115
Br -4.552 5.736 0.740  0.598
C -3.371 4.212 0.668  -0.709
C -3.472 3.323 -0.383  -0.161
C -2.611 2.227 -0.405  -0.155
C -1.633 1.963 0.575  -0.248
C -1.598 2.923 1.606  -0.179
C -2.444 4.032 1.673  -0.175
H -4.205 3.475 -1.166  0.089
H -2.731 1.540 -1.240  0.071
H -0.874 2.818 2.406  0.050
H -2.378 4.740 2.493  0.083